# 1
This record from the OMol25 dataset describes a cluster of 10 separate species, C36H88N4O10 in total in a non-equilibrium geometry. The level of theory is ωB97M-V/def2-TZVPD.

Cartesian coordinates (Å):
C (0.7591, -0.2392, 4.2988)
C (1.6072, 1.0543, 4.2326)
C (0.8540, 2.2357, 4.9584)
C (2.9168, 0.8290, 4.9905)
C (3.9285, 1.9506, 4.8720)
C (4.2092, 2.2495, 3.3952)
C (2.9076, 2.4214, 2.5066)
C (2.4133, 3.8599, 2.7016)
C (3.3435, 2.2385, 0.9274)
N (1.9342, 1.3839, 2.8487)
O (0.7951, 1.4895, 2.0891)
H (0.5748, -0.7045, 5.2669)
H (-0.2442, -0.0682, 3.9059)
H (1.2170, -0.9645, 3.6265)
H (0.1204, 2.6713, 4.2798)
H (0.4314, 1.8293, 5.8776)
H (1.5108, 3.0551, 5.2489)
H (2.8229, 0.5406, 6.0378)
H (3.4360, -0.0084, 4.5201)
H (3.6987, 2.8007, 5.5149)
H (4.8502, 1.5456, 5.2923)
H (4.9198, 1.5141, 3.0164)
H (4.7740, 3.1805, 3.4589)
H (1.4039, 3.8260, 2.2858)
H (2.8682, 4.6755, 2.1392)
H (2.2391, 4.2525, 3.7034)
H (2.5606, 1.8394, 0.2847)
H (4.0847, 1.4395, 0.9908)
H (3.9528, 3.0486, 0.5280)
H (0.7640, 0.6646, 1.5902)
C (-3.1153, 3.1513, -2.2450)
C (-1.6507, 2.7120, -2.5926)
C (-0.9678, 3.9589, -3.2583)
C (-0.9655, 2.3312, -1.2216)
C (0.3415, 1.5486, -1.3870)
C (0.0897, 0.3493, -2.3000)
C (-0.5942, 0.6421, -3.6744)
C (0.4674, 1.2661, -4.6027)
C (-0.9782, -0.7571, -4.1924)
N (-1.7458, 1.5420, -3.4473)
O (-2.5310, 1.7327, -4.5881)
H (-3.6977, 3.3149, -3.1508)
H (-3.6016, 2.4239, -1.5946)
H (-3.0178, 4.0678, -1.6623)
H (-1.5662, 4.8676, -3.2038)
H (-0.0866, 4.1205, -2.6356)
H (-0.6155, 3.8062, -4.2777)
H (-0.6622, 3.1266, -0.5397)
H (-1.6693, 1.7086, -0.6679)
H (1.2343, 2.1329, -1.6118)
H (0.5054, 1.1572, -0.3826)
H (-0.6378, -0.2065, -1.7056)
H (0.9858, -0.2716, -2.3056)
H (0.8620, 2.1621, -4.1243)
H (0.0308, 1.6132, -5.5404)
H (1.1775, 0.4984, -4.9104)
H (-1.4197, -0.6572, -5.1848)
H (-1.8182, -1.1172, -3.5957)
H (-0.1871, -1.4993, -4.0957)
H (-3.0805, 0.9449, -4.6063)
C (0.9606, -4.8380, -4.6384)
C (2.3702, -4.2112, -4.7190)
C (3.2931, -5.3264, -5.2778)
C (2.2695, -3.0412, -5.6185)
C (3.4997, -2.1718, -5.5334)
C (3.6056, -1.6127, -4.1059)
C (3.7636, -2.7605, -3.0405)
C (5.2065, -3.2930, -3.0995)
C (3.4418, -2.1942, -1.6296)
N (2.6843, -3.7467, -3.3284)
O (2.5835, -4.7122, -2.2972)
H (0.8478, -5.4457, -5.5386)
H (0.8998, -5.6746, -3.9421)
H (0.1556, -4.1043, -4.6238)
H (3.2377, -6.2431, -4.6910)
H (3.0267, -5.4527, -6.3269)
H (4.3402, -5.0251, -5.2364)
H (2.0658, -3.3730, -6.6373)
H (1.4526, -2.3602, -5.3758)
H (4.3730, -2.6970, -5.9209)
H (3.3398, -1.3067, -6.1785)
H (2.7518, -0.9790, -3.8633)
H (4.4377, -0.9125, -4.0222)
H (5.8867, -2.4695, -2.8807)
H (5.4693, -3.6393, -4.0992)
H (5.4519, -4.0801, -2.3858)
H (2.5247, -1.6022, -1.6300)
H (4.0974, -1.4633, -1.1550)
H (3.1608, -2.9245, -0.8711)
H (3.4050, -5.2124, -2.2560)
C (-2.6492, 1.5856, 2.3084)
C (-3.7519, 1.2246, 3.3039)
C (-3.2321, 0.3133, 4.4396)
C (-4.2109, 2.5399, 3.9520)
C (-5.1455, 3.3961, 3.0115)
C (-6.3955, 2.6036, 2.6560)
C (-6.0056, 1.2655, 1.9363)
C (-7.2481, 0.3397, 1.9769)
C (-5.6515, 1.5141, 0.4764)
N (-4.8884, 0.5376, 2.6331)
O (-4.7235, -0.7781, 2.2248)
H (-2.8165, 2.4758, 1.7017)
H (-1.7373, 1.7362, 2.8871)
H (-2.5335, 0.7981, 1.5621)
H (-2.7416, 0.9356, 5.1881)
H (-4.0465, -0.2737, 4.8635)
H (-2.4949, -0.4114, 4.0956)
H (-4.7133, 2.3950, 4.9087)
H (-3.2981, 3.1136, 4.1156)
H (-5.4729, 4.3481, 3.4310)
H (-4.7000, 3.7051, 2.0649)
H (-6.9575, 3.2683, 1.9996)
H (-6.9813, 2.3826, 3.5487)
H (-7.0774, -0.5009, 1.3050)
H (-8.1272, 0.9236, 1.7029)
H (-7.4814, 0.0043, 2.9882)
H (-6.3800, 2.2037, 0.0500)
H (-5.5833, 0.5899, -0.0981)
H (-4.6432, 1.9167, 0.3756)
H (-5.3793, -1.2117, 2.7780)
O (0.4364, -2.9600, -1.1642)
H (0.9724, -3.1772, -1.9306)
H (0.0204, -3.7879, -0.9185)
O (-1.9811, -1.9968, 2.2710)
H (-2.3400, -1.1393, 2.5084)
H (-2.7288, -2.4781, 1.9126)
O (2.4284, -4.2330, 1.7850)
H (3.0295, -3.4944, 1.6686)
H (1.5997, -3.8289, 2.0545)
O (0.0646, -3.6894, 3.3194)
H (-0.5667, -3.0447, 2.9888)
H (-0.4432, -4.4963, 3.4175)
O (3.1475, -1.2481, 1.8229)
H (2.2121, -1.3447, 1.6239)
H (3.2687, -0.3044, 1.9437)
O (0.4817, -1.1684, 1.2301)
H (0.5468, -1.6417, 0.3964)
H (-0.4224, -1.3148, 1.5221)

- Relative energy (zero: lowest compared OMol25 entry of this formula, charge and spin): 9.5 kcal per mole
- 2S+1: 1
- SMILES string: CC1(C)CCCC(C)(C)N1O.CC1(C)CCCC(C)(C)N1O.CC1(C)CCCC(C)(C)N1O.CC1(C)CCCC(C)(C)N1O.O.O.O.O.O.O
- Frontier orbital gap: 8.13 eV


# 2
This record from the OMol25 dataset describes a structure of composition C20H20N5ORuS4. The level of theory is ωB97M-V/def2-TZVPD.

Cartesian coordinates (Å):
Ru (-0.0458, -0.3886, 0.4137)
C (2.1012, 2.7869, 2.6247)
C (1.5793, 1.9111, 1.5268)
N (0.8571, 0.8639, 1.7889)
N (0.7171, 0.5492, 3.1354)
C (0.3542, -0.6531, 3.3486)
S (0.0289, -1.7987, 2.0268)
S (0.1017, -1.3050, 4.9349)
C (0.3079, 0.1837, 5.9510)
C (-0.7635, 1.2308, 5.7868)
C (-2.1143, 0.9031, 5.8274)
C (-3.0792, 1.8954, 5.7411)
C (-2.7038, 3.2259, 5.6162)
C (-1.3580, 3.5591, 5.5715)
C (-0.3942, 2.5640, 5.6516)
C (1.9161, 2.2271, 0.1463)
C (2.4314, 3.5012, -0.1615)
C (2.8522, 3.8266, -1.4270)
C (2.7940, 2.8664, -2.4382)
C (2.2880, 1.6154, -2.1767)
C (1.8338, 1.2873, -0.8962)
O (1.3070, 0.0480, -0.7931)
H (2.1498, 2.2488, 3.5628)
H (1.4138, 3.6269, 2.7588)
H (3.0827, 3.1774, 2.3721)
H (1.2952, 0.5976, 5.7541)
H (0.3119, -0.2192, 6.9659)
H (-2.4151, -0.1327, 5.9323)
H (-4.1275, 1.6299, 5.7825)
H (-3.4581, 4.0001, 5.5614)
H (-1.0571, 4.5947, 5.4806)
H (0.6569, 2.8264, 5.6224)
H (2.4882, 4.2488, 0.6163)
H (3.2313, 4.8172, -1.6341)
H (3.1382, 3.1068, -3.4352)
H (2.2155, 0.8581, -2.9450)
S (-2.4183, 2.8298, 2.0131)
C (-1.9581, 1.6001, 1.1792)
N (-1.6698, 0.6281, 0.5117)
S (-0.7780, -1.9914, -1.2098)
C (-2.4197, -2.3698, -0.9548)
N (-3.0336, -3.3558, -1.6147)
C (-4.3887, -3.5727, -1.1050)
C (-4.6450, -2.2520, -0.3646)
N (-3.2797, -1.7704, -0.1363)
H (-2.5096, -4.0415, -2.1316)
H (-4.4062, -4.4266, -0.4255)
H (-5.0941, -3.7440, -1.9135)
H (-5.1755, -2.3942, 0.5730)
H (-5.1950, -1.5423, -0.9850)
H (-3.0557, -0.8620, 0.2486)

- Relative energy (zero: lowest compared OMol25 entry of this formula, charge and spin): 0.0 kcal per mole
- 2S+1: 1
- Total charge: +1
- Frontier orbital gap: 6.61 eV


# 3
This record from the OMol25 dataset describes a structure of composition C26H37AsN2S4Tc. The level of theory is ωB97M-V/def2-TZVPD.

Cartesian coordinates (Å):
Tc (0.6262, -0.4721, -0.3400)
C (-0.2950, 0.2322, 1.5542)
C (0.9575, 0.8987, 1.3537)
C (0.7510, 1.7357, 0.1331)
C (-0.6003, 1.5554, -0.2719)
C (-1.2905, 0.7244, 0.6386)
C (-2.7803, 0.6169, 0.7398)
C (-3.2406, -0.3946, 1.7851)
C (-3.1721, 2.0343, 1.2467)
C (-3.4501, 0.3774, -0.6136)
C (1.7299, 2.5733, -0.6699)
C (2.2563, 3.7371, 0.1842)
C (1.0479, 3.1852, -1.8989)
C (2.8640, 1.6581, -1.1547)
C (1.9998, 0.8854, 2.4818)
C (1.8146, -0.3656, 3.3519)
C (3.4727, 0.9383, 2.0789)
C (1.6436, 2.1202, 3.3387)
H (-0.5082, -0.4112, 2.3894)
H (-1.0604, 2.0506, -1.1115)
H (-2.8022, -0.1978, 2.7629)
H (-3.0368, -1.4297, 1.5039)
H (-4.3194, -0.3082, 1.9006)
H (-2.7275, 2.2540, 2.2166)
H (-4.2547, 2.0620, 1.3624)
H (-2.8907, 2.8152, 0.5422)
H (-3.1238, -0.5518, -1.0777)
H (-3.2736, 1.1982, -1.3076)
H (-4.5265, 0.3094, -0.4691)
H (1.4365, 4.3102, 0.6160)
H (2.8208, 4.4092, -0.4613)
H (2.9154, 3.4205, 0.9841)
H (0.2567, 3.8822, -1.6274)
H (0.6294, 2.4379, -2.5760)
H (1.7877, 3.7419, -2.4712)
H (3.3575, 1.1219, -0.3521)
H (3.6283, 2.2474, -1.6619)
H (2.5085, 0.9420, -1.9072)
H (1.8711, -1.2906, 2.7714)
H (0.8840, -0.3556, 3.9145)
H (2.6169, -0.4002, 4.0867)
H (3.7690, 0.0652, 1.4920)
H (4.0686, 0.9234, 2.9903)
H (3.7521, 1.8372, 1.5422)
H (0.6162, 2.0702, 3.6991)
H (1.7757, 3.0537, 2.7982)
H (2.2980, 2.1433, 4.2096)
N (0.3648, -0.4961, -2.4851)
C (-0.7016, -1.4169, -2.8717)
C (-1.0969, -1.6027, -4.1699)
C (-2.1081, -2.5372, -4.4648)
C (-2.6798, -3.2814, -3.4690)
C (-2.2785, -3.1139, -2.1225)
C (-2.7883, -3.8851, -1.0552)
C (-2.3092, -3.6829, 0.2131)
C (-1.3548, -2.6810, 0.4313)
N (-0.8800, -1.9152, -0.5343)
C (-1.2926, -2.1448, -1.8244)
H (1.2325, -0.7582, -2.9605)
H (0.1453, 0.4421, -2.8196)
H (-0.6350, -1.0440, -4.9736)
H (-2.4164, -2.6707, -5.4915)
H (-3.4411, -4.0135, -3.6993)
H (-3.5413, -4.6372, -1.2508)
H (-2.6593, -4.2648, 1.0530)
H (-0.9786, -2.4894, 1.4281)
S (3.3169, -4.7733, 1.4423)
As (4.7430, -4.0384, -0.0401)
S (3.6941, -1.8236, -0.4532)
S (1.8202, -2.2699, 0.0178)
S (3.0414, -5.2925, -0.5968)

- 2S+1: 1
- Total charge: +3
- Frontier orbital gap: 5.55 eV


# 4
This record from the OMol25 dataset describes a cluster of 2 separate species, CH2ClO3S in total in a non-equilibrium geometry. The level of theory is ωB97M-V/def2-TZVPD.

Cartesian coordinates (Å):
C (0.1626, -0.5618, 0.0413)
O (-1.6280, 0.2576, -1.7230)
O (0.5879, -1.1022, -1.1767)
O (0.3172, 0.8253, 0.1141)
S (-1.2774, -1.0530, -1.1571)
Cl (-3.9007, -2.1567, -1.5150)
H (0.3711, -0.8837, 0.9904)
H (0.4491, 1.0922, -0.7917)

- Relative energy (zero: lowest compared OMol25 entry of this formula, charge and spin): 21.9 kcal per mole
- 2S+1: 3
- Total charge: -1
- Frontier orbital gap (spin up / spin down): 5.83 / 5.36 eV


# 5
This record from the OMol25 dataset describes a cluster of 2 separate species, C2H8NO in total in a non-equilibrium geometry. The level of theory is ωB97M-V/def2-TZVPD.

Cartesian coordinates (Å):
O (-1.0709, 1.4628, 1.2953)
H (-0.2180, 0.2855, 0.4610)
H (-0.9783, 1.3900, 2.2684)
H (-1.4397, 2.4208, 1.3649)
C (0.0158, -0.3536, -1.6736)
C (1.1539, -1.0898, 0.3689)
N (0.2131, -0.4198, -0.2107)
H (-0.4940, -1.1965, -2.0893)
H (-0.4746, 0.5435, -1.9137)
H (0.9514, -0.4308, -2.1980)
H (0.8111, -1.4905, 1.3088)
H (1.8988, -1.6251, -0.2616)

- Relative energy (zero: lowest compared OMol25 entry of this formula, charge and spin): 39.9 kcal per mole
- 2S+1: 1
- Total charge: +1
- Frontier orbital gap: 11.22 eV


> What is the 2S+1 in the second record?

1


> The highest 2S+1 belongs to which entry?

CH2ClO3S